Record 1
Molecular formula: C17H21F3IMnN2OSSeSi
Method: DFT, wB97M-V/def2-TZVPD

XYZ file:
```
49
Properties=species:S:1:pos:R:3
Mn -0.107 0.591 0.328
F -4.503 0.783 3.289
C -4.876 0.211 2.131
F -6.205 0.418 2.015
F -4.710 -1.113 2.280
C -4.125 0.757 0.954
C -4.793 1.385 -0.085
C -4.088 1.891 -1.166
C -2.712 1.738 -1.177
N -2.078 1.135 -0.182
C -2.732 0.648 0.883
S -1.593 -0.039 2.004
H -5.869 1.482 -0.041
H -4.583 2.396 -1.982
H -2.101 2.116 -1.989
N 1.180 4.514 -0.178
C 0.836 3.280 -0.663
O 0.334 2.463 0.168
C 1.035 3.005 -2.031
I -1.058 4.659 -3.075
H 0.794 4.711 0.732
H 1.079 5.263 -0.848
H 0.763 2.032 -2.410
H 1.690 3.636 -2.608
C 4.137 -0.648 2.191
C 2.979 -1.175 2.744
C 1.737 -0.835 2.216
C 1.611 0.017 1.115
C 2.797 0.534 0.579
C 4.041 0.217 1.108
H 5.106 -0.908 2.601
H 3.040 -1.847 3.593
H 0.848 -1.256 2.676
H 2.753 1.196 -0.280
H 4.939 0.634 0.667
C 2.718 -2.638 -0.829
Si 0.880 -2.681 -1.162
C 0.599 -3.765 -2.668
C -0.014 -3.449 0.288
Se -0.047 -0.683 -1.697
H 3.098 -3.661 -0.751
H 2.950 -2.110 0.095
H 3.239 -2.138 -1.649
H 0.986 -4.773 -2.497
H 1.101 -3.349 -3.544
H -0.467 -3.837 -2.893
H 0.396 -4.436 0.520
H -1.074 -3.554 0.051
H 0.069 -2.820 1.176
```

As for the spin multiplicity: 2. As for the total charge: -1. As for the energy: -5682.695268 a.u. The value obtained for the gap between HOMO and LUMO (spin up / spin down) is 7.0 / 7.1 eV. The expectation value of S² is 0.76.

Record 2
Molecular formula: C6H14O2
Method: DFT, wB97M-V/def2-TZVPD

XYZ file:
```
22
Properties=species:S:1:pos:R:3
C -0.894 -2.131 -0.330
C 0.185 -1.611 -0.871
C 0.924 -0.405 -0.307
C 0.526 0.828 -0.450
C 1.330 2.043 -0.120
C 0.816 3.193 -1.141
H -1.306 -1.842 0.618
H -1.654 -2.933 -0.678
H 0.415 -1.921 -1.901
H 1.891 -0.738 -0.006
H -0.492 0.967 -1.000
H 1.041 2.403 0.811
H 2.413 2.015 -0.340
H 1.382 4.022 -1.200
H -0.187 3.444 -0.866
H 0.446 2.919 -2.179
O 0.178 -2.217 2.777
H 0.687 -2.659 2.069
H -0.374 -1.677 2.218
O -2.439 0.297 -0.072
H -1.768 0.047 0.583
H -2.079 -0.415 -0.680
```

As for the energy above the lowest of the compared OMol25 structures with the same formula, charge and spin: 3.7386 eV. As for the energy: -387.370125 a.u. The value obtained for the gap between HOMO and LUMO is 10.9 eV. Its SMILES is C=C/C=C/CC.O.O.

Record 3
Molecular formula: C6H9N
Method: DFT, wB97M-V/def2-TZVPD

XYZ file:
```
16
Properties=species:S:1:pos:R:3
C 0.424 -1.390 -1.287
C -0.034 -1.461 0.177
C -1.367 -1.124 0.451
C -1.402 0.236 0.841
C -0.077 0.668 0.876
C 0.604 1.937 0.457
N 0.696 -0.432 0.758
H 1.515 -1.424 -1.393
H -0.048 -2.088 -1.970
H 0.139 -0.363 -1.622
H -2.218 -1.770 0.274
H -2.284 0.860 0.944
H 1.589 1.679 0.045
H 0.041 2.337 -0.393
H 0.727 2.703 1.213
H 1.694 -0.368 0.629
```

As for the energy above the lowest of the compared OMol25 structures with the same formula, charge and spin: 2.6330 eV. As for the energy: -288.685279 a.u. The value obtained for the gap between HOMO and LUMO is 8.2 eV. Its SMILES is Cc1ccc(C)[nH]1.

- Which formula does entry 1 have?
  C17H21F3IMnN2OSSeSi

- energy of number 2 (C6H14O2)?
  -387.370125 a.u.